Entry from the OMol25 dataset: a cluster of 3 separate species, C21H51BN5O7 in total (ωB97M-V with the def2-TZVPD basis set).

Properties
Energy: -1655.51535 Ha
Charge: +1

Geometry as XYZ:
```
85
Properties=species:S:1:pos:R:3:forces:R:3:mulliken_charge:R:1
C 2.81167 5.63476 4.12326 -0.5 0.1 0.6 -0.91
C 2.28819 4.47415 3.08377 -1.4 1.0 1.2 -0.25
O 2.91487 4.51142 1.75021 1.4 -0.8 1.0 -0.30
C 4.38405 4.51627 1.82402 0.5 1.0 0.8 -0.23
C 5.14936 3.83256 0.54585 0.3 0.7 0.1 -1.02
N 4.46322 2.54829 0.03425 2.0 -1.7 2.7 0.35
O 3.62362 2.71655 -1.00410 -2.1 0.8 0.1 -0.37
C 4.67539 1.29803 0.56025 1.8 -3.2 3.2 0.15
N 5.62806 0.98972 1.69630 -1.8 2.5 -2.4 -0.25
C 5.35638 -0.29688 2.44486 -0.3 1.5 -0.6 -0.56
C 4.64005 -1.13982 1.19355 2.4 -0.1 3.4 -0.31
N 4.14963 -0.07281 0.19837 0.1 2.6 2.0 -0.04
B 2.65509 -0.31694 0.29256 -3.2 0.1 -1.2 0.54
O 1.80557 -0.15407 1.48827 2.7 1.6 -1.9 -0.53
C 1.89441 -0.78011 -1.11654 -1.0 -0.6 0.2 -0.08
C 1.48057 0.51249 -2.06295 0.2 0.5 -0.3 -0.50
H 2.54050 6.72491 3.74928 0.6 -2.4 0.6 0.25
H 2.23753 5.47050 5.15699 1.2 0.3 -2.3 0.34
H 3.95330 5.58200 4.38458 -2.2 0.0 -0.7 0.28
H 2.34229 3.42873 3.61753 0.3 1.8 -1.2 0.21
H 1.12726 4.69056 2.90903 2.7 -0.5 0.1 0.30
H 4.72710 4.04480 2.84910 -0.6 0.7 -2.1 0.30
H 4.71156 5.66411 1.83991 -0.4 -2.5 0.0 0.33
H 5.14793 4.61593 -0.35179 -0.1 -2.1 1.8 0.34
H 6.27745 3.58388 0.82990 -2.5 0.6 -0.6 0.36
H 2.83147 3.23755 -0.62225 1.4 -1.0 -0.7 0.39
H 6.03674 1.79135 2.22773 -0.7 -1.0 -0.8 0.27
H 4.66914 0.02021 3.34761 1.2 -1.2 -1.7 0.26
H 6.39581 -0.67663 2.83289 -2.2 0.4 -0.9 0.31
H 5.51804 -1.84274 0.87025 -2.1 1.4 -0.3 0.40
H 3.84104 -1.76270 1.77956 1.0 1.1 -1.9 0.15
H 2.06706 0.67475 1.98656 -0.4 -1.5 -0.5 0.25
H 2.54206 -1.50173 -1.77172 -1.2 1.3 1.3 0.27
H 0.88772 -1.34013 -0.81845 2.1 1.1 -0.7 -0.12
H 0.55696 0.26060 -2.77017 2.1 0.5 1.7 0.14
H 1.18203 1.45680 -1.40127 0.5 -2.1 -1.5 -0.06
H 2.39931 0.80797 -2.75110 -1.9 -0.5 1.5 0.31
C 0.86346 -3.45720 1.10111 -0.4 0.2 0.0 -0.86
O -0.41956 -3.50041 0.49086 0.6 -0.2 0.0 -0.22
C -0.69282 -4.74932 -0.15646 -0.8 -0.1 0.0 -0.88
C -1.79540 -5.51488 0.59326 0.8 0.2 0.3 -0.22
N -1.30927 -6.01136 1.88737 -0.2 0.2 -0.2 -0.33
C -2.37390 -6.52255 2.75674 0.2 0.2 0.2 -0.66
C -3.43816 -5.51558 3.23689 0.0 -0.5 0.4 -0.48
O -2.93372 -4.51935 4.12805 -0.1 0.0 -0.6 -0.43
C -2.36218 -3.38944 3.48329 -0.1 0.0 0.5 -0.52
H 1.04863 -2.43116 1.43078 -0.2 -0.1 0.0 0.04
H 0.89945 -4.10919 1.97602 0.2 -0.1 0.0 0.44
H 1.64699 -3.73877 0.38976 0.0 -0.1 0.0 0.49
H 0.21009 -5.35952 -0.28087 -0.1 0.1 0.2 0.39
H -1.06379 -4.50646 -1.15725 0.0 0.0 0.0 0.38
H -2.12473 -6.36267 -0.01582 0.0 0.0 0.1 0.42
H -2.63966 -4.83423 0.72746 -0.1 0.1 -0.2 0.17
H -0.83553 -5.25508 2.37655 -0.1 -0.2 -0.2 0.06
H -1.87926 -6.93719 3.64340 -0.2 0.1 -0.1 0.37
H -2.87197 -7.36219 2.25541 0.0 0.2 0.0 0.39
H -4.17779 -6.08211 3.81702 0.1 0.1 0.0 0.35
H -3.99510 -5.05967 2.41154 0.2 0.1 -0.1 0.34
H -2.84651 -3.15998 2.52950 0.1 -0.1 0.0 0.27
H -1.29040 -3.53788 3.34436 0.1 0.1 -0.2 0.15
H -2.48363 -2.52630 4.14495 -0.1 -0.1 0.0 0.33
C -5.88903 -0.00546 -4.70051 0.2 -0.1 -0.2 -0.72
O -4.91592 0.79528 -5.35799 -0.5 0.2 0.2 -0.34
C -5.23262 2.19274 -5.34089 0.7 0.2 -0.1 -0.80
C -4.24235 2.95872 -4.44842 -0.6 -0.5 0.2 -0.18
N -4.45410 2.64257 -3.02971 0.3 0.1 -0.2 -0.31
C -3.38684 3.13604 -2.15334 -0.1 -0.4 0.0 -0.95
C -1.97762 2.54362 -2.35412 -0.1 0.1 0.5 -0.37
O -1.87536 1.16080 -2.00991 0.0 0.4 -0.4 -0.28
C -2.24334 0.26726 -3.05165 0.1 -0.2 0.3 -0.74
H -5.65231 -1.05534 -4.89403 0.0 0.2 0.0 0.24
H -5.86156 0.15793 -3.62143 -0.2 0.0 0.1 0.31
H -6.89309 0.19965 -5.08651 0.0 0.0 0.1 0.34
H -6.27202 2.37997 -5.04485 0.2 -0.1 0.1 0.40
H -5.11577 2.55087 -6.36864 0.0 0.0 0.1 0.39
H -4.37642 4.03441 -4.60047 0.0 0.0 0.0 0.39
H -3.23215 2.68614 -4.76346 0.1 0.1 -0.3 0.15
H -4.51372 1.63260 -2.91979 0.0 0.3 -0.1 0.08
H -3.70096 2.91541 -1.12602 0.2 0.0 -0.1 0.39
H -3.33374 4.22909 -2.23597 0.0 -0.1 -0.1 0.43
H -1.30667 3.06942 -1.66281 -0.1 -0.1 0.0 0.28
H -1.57659 2.73052 -3.35586 -0.1 -0.2 -0.1 0.40
H -2.01387 0.66288 -4.04551 -0.1 0.1 0.1 0.35
H -3.30154 0.01394 -2.97356 0.0 0.0 -0.3 0.24
H -1.68008 -0.66089 -2.91454 0.0 0.1 0.1 0.32
```
Positions in Å, forces in eV/Å.